C24H24AsF6N2PPd | the ωB97M-V functional and the def2-TZVPD basis

Summary:
LUMO (spin up / spin down) in eV: -3.0 / -6.3
⟨S²⟩: 3.768
Net charge: +1
ΔE to the lowest compared entry with this formula, charge and spin in kJ/mol: 79.8
Molecular weight in g/mol: 666.8
Spin multiplicity: 4

Structure (XYZ):
```
59
C24H24AsF6N2PPd (the ωB97M-V functional and the def2-TZVPD basis)
H 0.67139 4.91900 0.60635
C -3.89276 -0.72564 4.84284
C -4.78915 2.37693 -1.24581
C 1.32668 2.96497 3.29080
F 3.43411 0.36953 -1.81312
H -5.89602 3.01527 0.45645
C -5.00958 2.51005 0.09975
C -0.39633 3.13348 1.10886
C -2.94023 1.37436 0.59508
As 2.77163 -0.89239 -2.86195
F 1.89095 -2.12843 -3.65311
C 2.60970 -0.42404 1.08294
C 1.44092 4.02025 2.39200
C -3.94359 0.34453 5.72323
C -4.09168 1.99471 1.02621
C 1.65265 -1.38880 1.78803
F 3.41872 -2.05170 -1.72920
H 1.09783 -0.86601 2.57187
C -2.60339 1.66071 4.21920
H 1.19381 -2.42995 0.07362
C 0.35520 1.99629 3.10047
H 1.99517 2.89865 4.13834
H 2.32482 1.01650 -0.36018
P -1.68590 0.69882 1.72684
F 1.85366 0.33970 -3.65257
Pd -0.03403 -0.06819 0.00100
C 0.58048 4.10039 1.30620
H -3.34917 2.37255 6.09020
N 1.91234 0.76174 0.53990
C -3.19209 -0.60943 3.65372
H 0.25971 1.18138 3.80903
C -3.30417 1.53538 5.40709
H 0.09830 -2.65764 1.28371
C -2.55041 0.58522 3.33368
H -1.06852 3.20149 0.26195
C -0.51927 2.07953 2.01339
C -2.69429 1.21518 -0.79319
H 2.25567 -2.17461 2.25512
N 0.68830 -1.96705 0.83139
F 1.30956 -0.86672 -1.60276
C -1.34352 0.37067 -2.64186
H -4.47734 0.25024 6.65852
C -3.64102 1.71651 -1.73051
H -4.12650 1.90594 -3.82182
H -5.49842 2.77665 -1.95857
H -3.14512 -1.44246 2.96275
H -2.11797 2.59664 3.98041
C -3.39923 1.53377 -3.11186
C -2.27973 0.88270 -3.55922
H -0.48200 -0.16348 -3.02597
H 3.38591 -0.12731 1.79147
H -4.39388 -1.65266 5.08428
H 2.19752 4.77653 2.54660
H -2.10485 0.74378 -4.61617
F 4.08636 -0.88272 -3.90396
H -4.29736 2.09263 2.08330
C -1.54607 0.56209 -1.29802
H 1.98901 1.56308 1.16098
H 3.10229 -0.94789 0.26179
```